## 1
Computed, not measured: a molecular structure, C2H4N2S3, with ωB97M-V/def2-TZVPD.

Last column: Mulliken charge in e.
Geometry (Å):
H: -0.55390 -1.31773 -0.30531  0.286
C: 0.27330 -0.67555 -0.59727  -0.800
H: -1.89176 0.46605 1.02209  0.105
H: 2.03282 1.17699 -1.31277  0.112
H: 0.88833 -0.98476 -1.35606  0.337
C: 0.35062 0.39672 0.15118  0.484
N: -2.04993 0.28495 -1.39248  -0.221
S: -0.63807 1.00305 1.41163  -0.210
S: 1.63444 1.57766 -0.06080  -0.285
S: -3.62974 2.31674 -1.03454  -0.114
N: -2.61879 1.24852 -1.28393  0.307

Its total charge is 0. The HOMO-LUMO gap comes out at 8.8 eV. As for the LUMO energy: 0.23 eV.

## 2
Computed, not measured: 2 unconnected molecules or ions with the total composition C2H4N2S3, with ωB97M-V/def2-TZVPD.

Last column: Mulliken charge in e.
Geometry (Å):
N: 2.94764 -0.01910 0.24333  -0.192
C: -0.94772 -0.26380 0.28880  -0.184
C: 2.30335 0.96735 0.03702  0.495
S: 4.28787 -0.87903 -0.17850  -0.063
S: 1.34149 2.18760 -0.03207  -0.384
H: 3.97177 -1.92871 0.59739  0.165
H: -1.67046 0.22708 -1.53497  0.194
N: -1.59069 0.52390 -0.57598  -0.296
H: -0.85728 0.14287 1.29102  0.367
S: -0.36532 -1.74091 -0.06879  -0.350
H: -1.82091 1.47698 -0.34805  0.248

The SMILES is S=C=NS.NC=S. Its total charge is 0. The HOMO-LUMO gap comes out at 8.7 eV. As for the LUMO energy: 0.32 eV.

Relative stability in kJ/mol, measured from the most stable structure: 1 156.8; 2 0.0

## 1
Computed, not measured: a molecular structure, C2H4N2S3, with ωB97M-V/def2-TZVPD.

Last column: Mulliken charge in e.
Geometry (Å):
H: -1.25096 2.41088 -0.59476  0.186
N: -0.82801 0.26700 -0.03464  -0.447
S: -2.34979 -1.95853 0.03868  -0.209
H: 2.77087 -1.93922 -0.18202  0.240
S: 0.47043 -2.03292 -0.16764  -0.132
C: -0.91140 -0.98372 -0.00931  0.641
C: 1.94934 -1.11052 -0.14654  0.018
H: 1.57633 0.63752 0.33470  0.327
S: -2.05668 1.36032 0.02876  -0.167
H: -3.10151 -0.99911 0.57967  0.093
N: 2.35790 0.02638 0.10009  -0.549

Its total charge is 0. The HOMO-LUMO gap comes out at 9.1 eV. As for the LUMO energy: 0.29 eV.

## 2
Computed, not measured: C2H4N2S3 in the gas phase, with ωB97M-V/def2-TZVPD.

Last column: Mulliken charge in e.
Geometry (Å):
N: -0.46361 -0.89567 -0.42517  -0.202
N: 0.56127 -0.33930 0.53706  -0.219
C: -1.14134 0.02838 -1.14752  0.274
H: 1.53139 1.50766 0.51797  0.385
H: 0.45048 -1.06928 2.66780  0.156
S: -0.11307 0.00352 2.09758  -0.100
C: 1.08950 0.78587 -0.16189  -0.459
H: 1.82315 0.44427 -0.89748  0.272
S: -2.49852 -0.31804 -1.97342  -0.345
H: -0.94534 -1.72307 -0.10604  0.299
S: -0.29391 1.57565 -1.10887  -0.060

The SMILES is S=C1NN(S)CS1. Its total charge is 0. The HOMO-LUMO gap comes out at 9.0 eV. As for the LUMO energy: 0.36 eV.

Relative stability in kJ/mol, measured from the most stable structure: 1 38.4; 2 0.0

## 1
Computed, not measured: 2 unconnected molecules or ions with the total composition C3H11NO, with ωB97M-V/def2-TZVPD.

Last column: Mulliken charge in e.
Geometry (Å):
C: 0.48163 0.43335 -1.47893  -1.030
C: -1.46369 -0.58381 -0.70564  -1.113
O: 1.48167 -0.91736 1.69702  -0.718
H: 1.03480 -1.48941 2.30138  0.293
H: -1.35806 1.40799 1.08070  0.324
H: -2.05102 -1.08579 0.08035  0.337
C: -0.35893 1.12725 0.56913  -0.972
H: -1.23361 -1.53153 -1.27354  0.367
H: 1.33344 -0.19045 -1.57414  0.365
H: -0.08164 0.39328 -2.44725  0.313
H: 0.86166 -0.70081 0.97254  0.552
H: -2.16995 0.22413 -1.17979  0.374
N: -0.14062 -0.03383 -0.22914  -0.209
H: -0.33053 2.11194 0.11784  0.362
H: 0.29282 1.14495 1.36713  0.379
H: 0.87905 1.43061 -1.72477  0.376

The SMILES is CN(C)C.O. Its total charge is 0. The HOMO-LUMO gap comes out at 10.7 eV. As for the LUMO energy: 0.91 eV.

## 2
Computed, not measured: 2 unconnected molecules or ions with the total composition C3H11NO, with ωB97M-V/def2-TZVPD.

Last column: Mulliken charge in e.
Geometry (Å):
C: -1.63313 0.01610 -0.54743  -1.083
H: -2.32438 -0.12780 0.37078  0.279
O: 1.27927 1.55541 1.36730  -0.699
H: 0.73884 1.37795 -1.30652  0.330
H: -1.94167 -0.69118 -1.38161  0.328
H: 0.00965 -2.57104 -0.34770  0.318
H: 0.55922 -0.23218 -2.08311  0.391
N: -0.28305 -0.23816 -0.16786  0.130
H: 0.65607 1.13860 0.77960  0.481
H: -1.14495 -1.94367 0.72903  0.279
H: 1.71786 -0.09307 -0.81468  0.383
H: 0.57622 -1.73544 1.13883  0.283
H: -1.66009 1.08004 -0.88841  0.352
H: 1.00833 1.21345 2.21528  0.289
C: 0.71218 0.23891 -1.07717  -1.052
C: -0.15370 -1.62030 0.26211  -1.009

The SMILES is CN(C)C.O. Its total charge is 0. The HOMO-LUMO gap comes out at 9.8 eV. As for the LUMO energy: 0.86 eV.

Relative stability in kJ/mol, measured from the most stable structure: 1 87.6; 2 0.0

## 1
Computed, not measured: 2 unconnected molecules or ions with the total composition C3H11NO, with ωB97M-V/def2-TZVPD.

Last column: Mulliken charge in e.
Geometry (Å):
H: 0.86979 1.30530 -1.49007  0.301
H: 1.73165 1.43759 -0.00197  0.255
C: 1.27165 -0.62053 -0.52469  -0.237
H: -2.02103 0.60547 2.85064  0.212
H: 2.56640 0.84473 -1.43687  0.356
C: 1.62281 0.80211 -0.88267  -1.032
H: 1.34177 -1.30185 -1.38213  0.310
N: -1.61150 1.08378 2.06413  -0.727
H: -1.10211 0.22881 -1.41819  0.309
H: 1.99213 -0.97483 0.21203  0.249
O: 0.00050 -0.75028 0.06415  -0.387
H: -0.88250 -1.49577 -1.63594  0.358
H: -1.96253 -0.80265 -0.30384  0.265
C: -1.06039 -0.72734 -0.88859  -0.803
H: -0.87422 1.66406 2.43829  0.211
H: -1.25438 0.42094 1.39084  0.361

The SMILES is CCOC.N. Its total charge is 0. The HOMO-LUMO gap comes out at 10.6 eV. As for the LUMO energy: 1.03 eV.

## 2
Computed, not measured: 2 unconnected molecules or ions with the total composition C3H11NO, with ωB97M-V/def2-TZVPD.

Last column: Mulliken charge in e.
Geometry (Å):
C: 0.71726 -0.37724 -0.35931  -0.190
H: -3.63489 -0.33436 -1.57801  0.318
H: 2.53425 0.74580 -0.72622  0.292
N: 0.74457 -0.33887 1.02125  -0.275
C: 2.19715 -0.33226 -0.76454  -1.250
H: 1.70462 -0.27558 1.26741  0.192
H: 0.37079 -1.32278 -0.65963  0.216
O: -3.91051 0.55415 -1.81637  -0.630
H: -0.71580 1.20042 1.09479  0.296
H: -1.15979 -0.39766 1.95876  0.253
H: -0.12227 0.64440 2.73962  0.290
C: -0.41754 0.30639 1.69189  -0.828
H: 0.06875 0.38121 -0.71055  0.304
H: 2.84818 -0.87653 -0.08453  0.364
H: 2.21149 -0.72810 -1.81458  0.335
H: -3.43627 1.15100 -1.25999  0.312

The SMILES is CCNC.O. Its total charge is 0. The HOMO-LUMO gap comes out at 9.1 eV. As for the LUMO energy: 0.77 eV.

Relative stability in kJ/mol, measured from the most stable structure: 1 0.0; 2 80.7

## 1
Computed, not measured: 2 unconnected molecules or ions with the total composition C3H11NO, with ωB97M-V/def2-TZVPD.

Last column: Mulliken charge in e.
Geometry (Å):
H: -1.60018 1.92550 -0.42840  0.285
O: 0.68488 -0.31311 0.12918  -0.616
H: -0.62565 -1.87614 0.31505  0.224
H: 0.18556 0.13500 -0.66368  0.502
H: -1.07645 0.48705 -2.27619  0.244
H: 0.05449 -2.54340 2.52315  0.359
H: 0.43274 1.10302 -2.40925  0.240
H: 0.01853 2.61630 -0.57931  0.303
N: -0.32947 0.93591 -1.76750  -0.606
C: -0.12543 -1.10956 0.93171  -0.076
H: 1.12621 -1.14119 2.69235  0.296
H: -1.17955 2.88948 -1.85947  0.335
H: -0.93018 -0.53295 1.41259  0.225
C: -0.80669 2.17062 -1.12663  -0.813
H: 1.48946 -2.39545 1.49958  0.290
C: 0.68393 -1.84179 1.98332  -1.191

The SMILES is CCO.CN. Its total charge is 0. The HOMO-LUMO gap comes out at 9.7 eV. As for the LUMO energy: 0.84 eV.

## 2
Computed, not measured: 2 unconnected molecules or ions with the total composition C3H11NO, with ωB97M-V/def2-TZVPD.

Last column: Mulliken charge in e.
Geometry (Å):
C: 1.82041 -1.80210 1.64245  -0.735
H: 1.29691 -1.53420 0.72792  0.198
C: 1.05287 -1.09305 2.79877  -0.830
H: 0.03915 -1.46501 2.96303  0.279
N: -1.70380 1.71105 -3.10475  -0.454
H: 0.98293 -0.03507 2.55633  0.256
H: 2.06538 -2.85627 1.73703  0.309
H: -0.14502 0.95542 -1.98712  0.226
C: -1.24135 0.98867 -1.95964  -0.094
H: 1.59039 -1.30194 3.71965  0.285
O: -1.72984 1.51910 -0.73084  -0.526
H: 2.78437 -1.28124 1.62802  0.239
H: -2.57956 2.19005 -3.22750  0.166
H: -1.19499 1.59883 -3.96120  0.144
H: -1.43798 2.45030 -0.87715  0.306
H: -1.59986 -0.04455 -1.92502  0.230

The SMILES is NCO.CC. Its total charge is 0. The HOMO-LUMO gap comes out at 10.1 eV. As for the LUMO energy: 0.95 eV.

Relative stability in kJ/mol, measured from the most stable structure: 1 0.0; 2 27.9

## 1
Computed, not measured: C7H15N2OP in the gas phase, with ωB97M-V/def2-TZVPD.

Last column: Mulliken charge in e.
Geometry (Å):
C: -2.65264 -1.14477 0.11730  -0.351
N: -0.43378 -0.45336 0.58489  0.726
H: 2.36346 -2.00938 -2.28170  0.220
H: -1.49021 2.05505 -0.49372  0.332
C: 1.33471 1.78496 0.05892  -0.078
H: 1.44247 2.48336 1.93935  0.396
C: -1.89534 -2.06148 1.15366  -0.462
H: -0.92361 1.03736 -1.80173  0.355
H: 1.79771 3.69284 0.91524  0.361
H: 3.36057 -1.99691 -0.82793  0.265
H: -2.68194 -1.69559 -0.89603  0.214
C: -1.58412 -0.10506 -0.02344  0.414
H: 2.99515 2.23378 1.22133  0.407
H: -3.65492 -0.76679 0.44477  0.334
C: 2.04106 2.64355 1.07084  -1.380
H: 0.30880 2.18992 0.12038  -0.039
H: -2.36533 -1.96498 2.27043  0.209
H: 1.73220 1.89075 -0.95114  0.401
C: 2.31128 -1.90766 -1.21114  -0.643
P: 1.34625 -0.04008 0.51537  -0.131
H: -2.66797 1.03277 -1.40204  0.317
O: 1.72691 -0.57634 -1.00335  -0.210
N: -0.51451 -1.57717 1.25627  -0.945
H: 1.60830 -2.61557 -0.74745  0.330
C: -1.60623 1.07187 -1.03453  -1.307
H: -1.89825 -3.20107 1.00544  0.264

Its total charge is 0. The HOMO-LUMO gap (alpha / beta) comes out at 7.5 / 7.4 eV. As for the LUMO energy (alpha / beta): 0.89 / 0.89 eV.

## 2
Computed, not measured: C7H15N2OP in the gas phase, with ωB97M-V/def2-TZVPD.

Last column: Mulliken charge in e.
Geometry (Å):
C: -0.49664 -1.07409 0.04110  -0.402
H: 0.06803 2.05805 -0.20015  0.307
C: -1.82233 -1.24206 0.79651  -1.286
C: -0.61832 1.31775 0.31373  -0.866
H: -1.48323 -1.35971 1.76048  0.484
H: -2.06979 1.52625 -1.15980  0.453
H: -0.12660 -0.13343 -1.81757  0.433
C: 0.26565 0.08911 0.62638  -0.578
H: 2.38724 0.32284 -2.21900  0.237
C: -0.93535 -0.41261 -1.31742  -1.197
H: 3.39759 1.74151 -0.27930  0.219
H: -1.21294 1.82107 1.08880  0.350
H: -2.20743 -2.11495 0.44920  0.485
H: 0.34828 -0.14184 1.63515  0.540
O: 2.71934 -1.31494 0.84306  -0.540
H: 0.01948 -1.92207 -0.14543  0.879
N: 2.53145 -0.38122 -1.52462  -0.866
N: 2.88748 1.35885 0.48218  -0.446
C: -1.70859 0.66976 -0.61448  0.188
H: -2.85294 0.57785 1.21256  0.425
P: 2.19793 -0.07734 -0.04565  0.839
H: 3.36442 -1.79342 0.23624  0.366
C: -2.65779 0.01619 0.37559  -1.026
H: -3.61057 -0.10603 -0.07630  0.399
H: -1.37208 -1.21705 -1.80924  0.435
H: 2.98771 1.79155 1.34800  0.169

The SMILES is N=[P@](N)(O)[C@H]1C[C@@H]2CC[C@H]1C2. Its total charge is 0. The HOMO-LUMO gap comes out at 9.7 eV. As for the LUMO energy: 0.85 eV.

Relative stability in kJ/mol, measured from the most stable structure: 1 294.8; 2 0.0